[1]
Molecular formula: C29H33F6N9O4S3Zr
Method: DFT, the ωB97M-V functional and the def2-TZVPD basis

The geometry in ORCA input format:
```
! wB97M-V def2-TZVPD RIJCOSX def2/J DEFGRID3
* xyz 2 1
Zr -0.742 0.187 -0.582
C 2.909 3.926 4.494
C 2.000 3.036 3.696
C 1.408 1.910 4.270
C 0.613 1.069 3.527
C 0.316 1.307 2.174
N -0.498 0.402 1.464
C -1.554 -0.199 2.217
C -2.292 0.566 3.127
C -3.328 0.030 3.863
C -3.705 -1.305 3.721
C -4.842 -1.888 4.509
C -3.015 -2.068 2.793
C -1.959 -1.539 2.064
N -1.267 -2.378 1.148
C -0.896 -3.667 1.243
C 0.016 -3.925 0.233
C 0.166 -2.718 -0.451
N -0.649 -1.811 0.107
C 0.911 2.441 1.603
C 1.750 3.266 2.359
N 0.713 2.824 0.242
C 0.799 4.072 -0.247
C 0.716 4.003 -1.624
C 0.569 2.654 -1.907
N 0.555 1.936 -0.769
H 2.563 4.005 5.524
H 2.965 4.927 4.069
H 3.921 3.518 4.520
H 1.589 1.687 5.315
H 0.193 0.188 3.991
H -2.028 1.608 3.250
H -3.869 0.664 4.554
H -5.034 -1.302 5.405
H -4.634 -2.916 4.803
H -5.755 -1.894 3.911
H -3.315 -3.093 2.610
H -1.244 -4.309 2.035
H 0.508 -4.863 0.041
H 2.157 -2.607 -1.111
H 2.232 4.107 1.877
H 0.884 4.934 0.392
H 0.770 4.822 -2.320
H 0.478 2.173 -2.866
F -1.921 -0.377 -4.924
C -3.087 -0.041 -4.396
F -3.982 -0.966 -4.626
F -3.473 1.134 -4.839
S -2.803 0.087 -2.561
O -1.650 0.991 -2.350
O -2.430 -1.204 -2.035
N -4.124 0.740 -2.034
S -3.948 1.111 -0.507
O -5.117 1.212 0.267
O -2.826 0.306 0.003
C -3.118 2.826 -0.478
F -2.787 3.266 -1.677
F -3.833 3.725 0.136
F -1.959 2.613 0.233
C 5.219 -0.297 -2.313
N 3.954 -0.297 -1.593
C 3.807 -0.267 -0.294
N 4.819 -0.133 0.547
S 2.171 -0.427 0.362
H 5.014 -0.367 -3.376
H 5.830 -1.150 -2.014
H 5.777 0.623 -2.131
H 3.067 -0.339 -2.088
H 5.776 -0.089 0.236
H 4.643 -0.138 1.539
C -0.114 -3.387 -3.215
C 1.050 -2.426 -2.940
C 2.326 -3.130 -3.417
C 0.882 -1.160 -3.788
C 1.208 -2.134 -1.383
N 1.277 -0.673 -1.034
H -0.183 -3.575 -4.288
H -1.064 -3.000 -2.871
H 0.061 -4.346 -2.724
H 2.292 -3.249 -4.500
H 2.412 -4.125 -2.978
H 3.232 -2.571 -3.166
H 0.750 -1.451 -4.830
H 1.758 -0.512 -3.740
H 0.017 -0.583 -3.485
*
```

Computed properties:
Maximum force ... 1.9 eV/A
E_HOMO ... -12.70 eV
Gap between HOMO and LUMO ... 7.344 eV

Results of the Mulliken charge analysis, in e, for atoms 1 through 2: -1.2758, -1.6294


[2]
Molecular formula: C29H33N5O5S5Zr
Method: DFT, the ωB97M-V functional and the def2-TZVPD basis

The geometry in ORCA input format:
```
! wB97M-V def2-TZVPD RIJCOSX def2/J DEFGRID3
* xyz 2 1
Zr 0.452 -1.591 1.162
S -0.349 -3.691 0.076
C -2.112 -3.572 -0.126
C -2.716 -4.311 -1.138
C -4.070 -4.156 -1.400
C -4.842 -3.279 -0.651
C -4.264 -2.563 0.385
C -2.905 -2.703 0.627
S -2.103 -1.938 2.006
C -2.513 -0.170 2.008
C -1.447 0.459 2.867
C -1.788 1.230 3.963
C -0.784 1.775 4.750
C 0.537 1.568 4.391
C 0.821 0.820 3.262
C 2.232 0.703 2.763
S 2.714 -1.053 2.639
C 4.088 -0.993 1.535
C 5.383 -1.003 2.039
C 6.449 -0.997 1.155
C 6.211 -0.992 -0.213
C 4.917 -0.988 -0.713
C 3.837 -0.993 0.162
S 2.193 -0.924 -0.476
N -0.155 0.226 2.535
H -2.118 -4.984 -1.739
H -4.522 -4.722 -2.203
H -5.896 -3.162 -0.863
H -4.867 -1.908 1.000
H -3.498 0.014 2.429
H -2.478 0.208 0.986
H -2.831 1.391 4.200
H -1.029 2.362 5.625
H 1.345 1.999 4.965
H 2.921 1.220 3.425
H 2.310 1.127 1.760
H 5.552 -1.022 3.108
H 7.462 -1.005 1.532
H 7.044 -0.996 -0.903
H 4.742 -0.990 -1.781
C 1.222 -5.085 3.096
C 0.501 -3.889 3.616
N -0.194 -3.983 4.734
O 0.556 -2.792 3.002
H 1.174 -5.936 3.771
H 2.263 -4.817 2.917
H 0.775 -5.351 2.136
H -0.229 -4.845 5.252
H -0.703 -3.186 5.084
C 0.033 6.739 -5.028
C 0.283 5.479 -4.206
S -0.733 4.157 -4.835
O -2.110 4.464 -4.549
O -0.302 3.845 -6.164
C -0.315 2.725 -3.801
C -1.347 2.540 -2.699
N -1.196 1.230 -2.034
C -0.536 0.988 -0.889
N -0.575 -0.323 -0.580
C -1.270 -0.933 -1.597
C -1.653 0.009 -2.484
N -2.401 -0.237 -3.695
O -2.570 0.688 -4.460
O -2.792 -1.374 -3.838
C 0.242 2.034 -0.175
H 0.640 7.551 -4.632
H -1.014 7.033 -4.978
H 0.306 6.578 -6.069
H 0.015 5.620 -3.157
H 1.319 5.144 -4.279
H 0.701 2.843 -3.421
H -0.329 1.885 -4.495
H -2.344 2.594 -3.119
H -1.270 3.303 -1.930
H -1.428 -1.989 -1.665
H -0.201 3.020 -0.289
H 1.259 2.058 -0.574
H 0.300 1.814 0.884
*
```

Computed properties:
Maximum force ... 0.4 eV/A
E_HOMO ... -13.28 eV
Gap between HOMO and LUMO ... 6.868 eV

Results of the Mulliken charge analysis, in e, for atoms 1 through 2: 0.0716, -0.3342


[3]
Molecular formula: C29H33N7O18V
Method: DFT, the ωB97M-V functional and the def2-TZVPD basis

The geometry in ORCA input format:
```
! wB97M-V def2-TZVPD RIJCOSX def2/J DEFGRID3
* xyz -1 1
O -4.387 2.610 0.572
V -4.296 1.055 0.901
O -4.593 0.696 2.487
O -3.005 -0.503 -2.593
C -1.639 -0.382 -2.774
C -0.666 -0.559 -1.511
O -1.015 -0.017 -0.249
H -1.329 0.606 -3.115
H -1.505 -1.095 -3.588
H 0.325 -0.266 -1.858
H -0.501 -1.634 -1.433
C 4.581 0.257 1.895
N 5.153 1.468 1.203
O 5.834 2.326 1.819
O 4.998 1.553 -0.014
H 4.296 -0.422 1.092
H 3.729 0.484 2.536
H 5.375 -0.155 2.517
C -1.463 -5.931 -4.022
N -2.769 -6.224 -3.259
O -3.749 -5.582 -3.576
O -2.805 -7.116 -2.481
H -1.608 -5.873 -5.101
H -0.778 -6.749 -3.797
H -1.028 -5.019 -3.615
C -2.378 1.737 -8.414
N -3.763 1.092 -8.624
O -4.564 1.580 -9.412
O -4.002 0.228 -7.828
H -1.512 1.109 -8.623
H -2.152 1.915 -7.363
H -2.395 2.655 -9.000
C -3.080 -5.424 4.277
C -3.186 -4.489 3.245
C -4.245 -4.555 2.336
C -5.218 -5.566 2.518
C -5.093 -6.505 3.541
C -4.046 -6.444 4.454
N -6.428 -5.654 1.658
O -7.262 -6.487 1.961
O -6.564 -4.953 0.655
H -2.298 -5.200 4.988
H -2.381 -3.783 3.101
H -4.408 -3.873 1.515
H -5.893 -7.221 3.655
H -3.994 -7.110 5.303
C 0.181 -0.287 7.202
C -0.823 0.286 7.956
C -0.641 0.473 9.339
C 0.473 -0.047 9.929
C 1.487 -0.664 9.175
C 1.327 -0.742 7.779
N 0.559 0.044 11.412
O 1.653 0.079 11.882
O -0.463 0.250 12.053
H 0.106 -0.562 6.160
H -1.741 0.551 7.453
H -1.460 0.950 9.857
H 2.388 -1.078 9.604
H 1.981 -1.327 7.149
C 0.680 5.454 3.025
C 0.704 6.465 3.969
C 1.338 7.673 3.641
C 1.845 7.925 2.348
C 1.771 6.916 1.371
C 1.123 5.721 1.700
N 2.595 9.180 2.090
O 2.855 9.318 0.907
O 3.006 9.890 2.987
H 0.299 4.459 3.206
H 0.238 6.376 4.939
H 1.382 8.450 4.391
H 2.183 7.013 0.377
H 0.984 4.909 1.002
C 3.199 -0.907 -7.739
C 3.563 -1.008 -9.078
C 4.510 -0.086 -9.649
C 4.962 0.963 -8.876
C 4.617 1.021 -7.548
C 3.751 0.124 -6.994
N 5.854 2.057 -9.402
O 6.067 2.075 -10.602
O 6.394 2.777 -8.562
H 2.467 -1.514 -7.227
H 3.054 -1.804 -9.600
H 4.839 -0.166 -10.675
H 4.984 1.823 -6.925
H 3.414 0.391 -6.003
*
```

Computed properties:
Maximum force ... 3.7 eV/A
E_HOMO ... -3.84 eV
Gap between HOMO and LUMO ... 3.724 eV

Results of the Mulliken charge analysis, in e, for atoms 1 through 2: -0.7352, 1.5545


[4]
Molecular formula: C29H34BBrF7NO22
Method: DFT, the ωB97M-V functional and the def2-TZVPD basis

The geometry in ORCA input format:
```
! wB97M-V def2-TZVPD RIJCOSX def2/J DEFGRID3
* xyz 0 1
C -6.246 -3.585 8.041
C -6.204 -4.598 7.035
C -5.980 -5.550 5.678
C -5.821 -4.577 4.369
C -4.340 -4.586 3.668
B -3.510 -3.170 3.763
Br -1.570 -3.281 4.373
C -4.074 -1.668 3.409
C -5.556 -1.623 2.711
C -5.562 -0.360 1.655
N -4.646 -0.494 0.437
O -6.308 0.743 1.887
H -6.659 -2.623 8.615
H -6.990 -6.151 5.534
H -5.116 -6.330 5.820
H -6.596 -4.970 3.551
H -6.208 -3.497 4.677
H -4.382 -5.011 2.553
H -3.695 -5.392 4.267
H -4.106 -1.048 4.411
H -3.291 -1.159 2.676
H -5.917 -2.642 2.254
H -6.331 -1.336 3.571
H -4.167 -1.439 0.495
H -5.284 -0.508 -0.392
C -1.715 0.807 -0.800
C -0.838 1.158 0.352
O 0.344 1.621 -0.261
C -0.058 2.144 -1.454
O 0.628 2.881 -2.143
O -1.326 1.749 -1.780
F -0.537 0.061 1.082
H -1.533 -0.205 -1.178
H -2.777 0.906 -0.561
H -1.245 1.939 1.004
C 3.274 0.531 -2.158
C 4.245 -0.325 -1.418
O 3.429 -1.060 -0.534
C 2.227 -1.168 -1.168
O 1.355 -1.959 -0.850
O 2.122 -0.286 -2.208
F 5.093 0.430 -0.685
H 3.038 1.459 -1.628
H 3.622 0.780 -3.164
H 4.812 -1.013 -2.053
C -4.168 6.089 -1.905
C -3.131 5.605 -2.861
O -2.095 5.150 -2.020
C -2.717 4.748 -0.877
O -2.197 4.046 -0.025
O -3.999 5.220 -0.803
F -2.655 6.623 -3.611
H -3.998 7.121 -1.582
H -5.179 6.011 -2.314
H -3.465 4.788 -3.509
C 0.182 -5.332 6.669
C 1.152 -6.188 7.409
O 0.336 -6.922 8.293
C -0.865 -7.030 7.660
O -1.738 -7.821 7.977
O -0.971 -6.148 6.619
F 2.001 -5.432 8.142
H -0.054 -4.403 7.199
H 0.530 -5.083 5.663
H 1.720 -6.876 6.774
C 5.119 -4.513 -0.647
C 6.540 -4.900 -0.416
O 7.139 -4.727 -1.681
C 6.420 -3.736 -2.280
O 6.794 -3.118 -3.263
O 5.232 -3.514 -1.640
F 6.635 -6.205 -0.076
H 4.512 -5.340 -1.031
H 4.644 -4.118 0.255
H 7.059 -4.283 0.325
C 3.221 3.536 -6.025
C 4.258 3.052 -6.980
O 5.294 2.598 -6.140
C 4.673 2.195 -4.996
O 5.193 1.493 -4.145
O 3.391 2.667 -4.923
F 4.735 4.071 -7.731
H 3.392 4.568 -5.702
H 2.210 3.458 -6.434
H 3.925 2.235 -7.629
C 4.493 8.662 -5.484
C 3.174 9.349 -5.580
O 2.289 8.315 -5.947
C 2.829 7.182 -5.418
O 2.223 6.132 -5.286
O 4.132 7.367 -5.046
F 3.182 10.273 -6.567
H 5.004 8.589 -6.450
H 5.163 9.145 -4.768
H 2.837 9.807 -4.643
*
```

Computed properties:
Maximum force ... 9.9 eV/A
E_HOMO ... -9.42 eV
SMILES ... C#CCCCB(Br)CCC(N)=O.O=C1OC[C@@H](F)O1.O=C1OC[C@@H](F)O1.O=C1OC[C@@H](F)O1.O=C1OC[C@@H](F)O1.O=C1OC[C@@H](F)O1.O=C1OC[C@@H](F)O1.O=C1OC[C@@H](F)O1
Gap between HOMO and LUMO ... 9.414 eV

Results of the Mulliken charge analysis, in e, for atoms 1 through 2: -0.4316, -0.1647


[5]
Molecular formula: C29H34IN4O2SeTa
Method: DFT, the ωB97M-V functional and the def2-TZVPD basis

The geometry in ORCA input format:
```
! wB97M-V def2-TZVPD RIJCOSX def2/J DEFGRID3
* xyz 4 1
Ta -1.420 -1.531 -1.063
C 0.118 1.153 -4.570
C 0.678 -0.217 -4.415
N 1.575 -0.626 -5.357
C 2.128 -1.801 -5.315
C 1.868 -2.771 -4.300
C 2.616 -4.052 -4.459
O 2.291 -5.029 -3.511
C 0.951 -2.388 -3.290
C 0.681 -3.274 -2.231
N -0.160 -3.054 -1.191
C -0.345 -4.030 -0.159
C 0.733 -4.632 0.479
C 0.503 -5.557 1.488
C -0.794 -5.858 1.893
C -1.890 -5.239 1.298
C -1.646 -4.358 0.265
I -3.365 -3.493 -0.714
C 0.366 -1.084 -3.412
O -0.526 -0.714 -2.399
H -0.161 1.306 -5.613
H 0.896 1.886 -4.343
H -0.745 1.331 -3.931
H 2.824 -2.044 -6.113
H 3.685 -3.784 -4.416
H 2.440 -4.399 -5.487
H 2.716 -5.867 -3.742
H 1.179 -4.243 -2.249
H 1.745 -4.370 0.195
H 1.343 -6.041 1.969
H -0.965 -6.589 2.673
H -2.893 -5.490 1.617
C -4.294 4.080 -1.649
C -4.377 2.967 -0.610
C -3.144 2.871 0.287
C -1.906 2.447 -0.492
N -0.727 2.313 0.376
C -0.324 1.234 1.058
Se -1.203 -0.448 1.108
N 0.681 1.529 1.886
C 1.296 0.662 2.912
C 0.583 0.801 4.251
C 1.215 -0.077 5.330
C 2.622 0.360 5.724
C 0.949 2.882 1.747
C 1.887 3.700 2.380
C 1.872 5.025 2.017
C 0.964 5.531 1.055
C 0.043 4.728 0.426
C 0.054 3.381 0.795
H -5.233 4.167 -2.193
H -3.511 3.910 -2.393
H -4.106 5.045 -1.174
H -4.548 2.001 -1.103
H -5.243 3.132 0.031
H -3.314 2.158 1.102
H -2.949 3.840 0.754
H -1.647 3.162 -1.270
H -2.071 1.484 -0.991
H 2.342 0.955 2.976
H 1.275 -0.367 2.546
H -0.476 0.544 4.122
H 0.617 1.849 4.563
H 1.221 -1.121 4.996
H 0.567 -0.043 6.206
H 3.339 0.267 4.905
H 2.997 -0.254 6.541
H 2.629 1.395 6.068
H 2.579 3.326 3.121
H 2.571 5.708 2.480
H 0.998 6.585 0.814
H -0.650 5.129 -0.300
*
```

Computed properties:
Maximum force ... 0.6 eV/A
E_HOMO ... -18.93 eV
Gap between HOMO and LUMO ... 4.061 eV

Results of the Mulliken charge analysis, in e, for atoms 1 through 2: 1.0537, -1.2959


[6]
Molecular formula: C29H34N4O2
Method: DFT, the ωB97M-V functional and the def2-TZVPD basis

The geometry in ORCA input format:
```
! wB97M-V def2-TZVPD RIJCOSX def2/J DEFGRID3
* xyz 0 1
C 7.608 -1.115 -0.070
H 7.806 -0.167 -0.566
H 7.838 -1.921 -0.763
H 8.271 -1.198 0.787
C 6.151 -1.200 0.376
C 5.876 -2.526 1.079
H 6.000 -3.355 0.385
H 4.861 -2.555 1.468
H 6.563 -2.663 1.911
C 5.238 -1.037 -0.847
N 3.832 -1.084 -0.492
C 3.293 -0.029 0.167
C 2.003 0.021 0.602
C 1.211 -1.143 0.393
C 1.760 -2.201 -0.344
N 0.844 -3.214 -0.463
C -0.281 -2.853 0.217
C -1.462 -3.569 0.399
C -2.440 -3.007 1.188
C -2.245 -1.769 1.808
C -1.088 -1.048 1.622
C -0.095 -1.569 0.792
H -0.939 -0.111 2.132
H -3.019 -1.382 2.455
H -3.366 -3.539 1.350
H -1.601 -4.538 -0.055
C 1.026 -4.465 -1.147
H 2.031 -4.486 -1.565
H 0.904 -5.298 -0.452
H 0.295 -4.566 -1.953
C 3.110 -2.218 -0.841
O 3.628 -3.116 -1.500
C 1.543 1.325 1.162
O 2.282 2.061 1.793
N 0.280 1.648 0.824
H -0.302 1.016 0.293
C -0.340 2.912 1.142
C -0.766 3.628 -0.143
C -1.791 2.779 -0.916
N -2.275 1.688 -0.088
C -2.761 2.186 1.186
C -1.580 2.715 2.022
H -1.846 3.668 2.480
H -1.334 2.023 2.828
H -3.250 1.363 1.709
H -3.509 2.984 1.042
C -3.191 0.788 -0.776
C -4.505 1.413 -1.176
C -5.583 1.419 -0.298
C -6.767 2.049 -0.636
C -6.891 2.685 -1.860
C -5.828 2.677 -2.746
C -4.644 2.045 -2.406
H -3.822 2.033 -3.108
H -5.920 3.164 -3.706
H -7.814 3.178 -2.124
H -7.596 2.043 0.056
H -5.496 0.917 0.656
H -3.366 -0.062 -0.110
H -2.670 0.420 -1.666
H -1.324 2.335 -1.800
H -2.617 3.424 -1.261
H -1.200 4.590 0.132
H 0.108 3.821 -0.765
H 0.413 3.498 1.678
H 3.942 0.819 0.325
H 5.448 -0.088 -1.347
H 5.410 -1.860 -1.546
H 5.947 -0.383 1.077
*
```

Computed properties:
Maximum force ... 0.9 eV/A
E_HOMO ... -7.58 eV
SMILES ... CC(C)Cn1cc(C(=O)NC2CCN(Cc3ccccc3)CC2)c2c3ccccc3n(C)c2c1=O
Gap between HOMO and LUMO ... 8.023 eV

Results of the Mulliken charge analysis, in e, for atoms 1 through 2: -1.6160, 0.3822